(1)
Computed, not measured: a 2-piece molecular cluster, C12H12N2O overall at a distorted geometry, with ωB97M-V/def2-TZVPD.

Output
SMILES: c1ccc(/N=N/c2ccccc2)cc1.O
Relative energy (zero: lowest compared OMol25 entry of this formula, charge and spin): 2.1607 eV
Electronic energy: -17663.943 eV

```
! wB97M-V def2-TZVPD RIJCOSX def2/J DEFGRID3
* xyz 0 1
C 3.978 -0.713 -0.269
C 3.287 -1.932 -0.106
C 1.889 -1.992 -0.002
C 1.195 -0.822 -0.071
C 1.837 0.381 -0.336
C 3.209 0.415 -0.429
C -2.430 0.059 0.202
C -2.757 1.346 -0.184
C -4.087 1.679 -0.352
C -5.117 0.647 -0.102
C -4.765 -0.643 0.266
C -3.386 -0.917 0.422
H 5.066 -0.663 -0.309
H 3.895 -2.819 -0.019
H 1.433 -2.996 0.241
H 1.282 1.309 -0.473
H 3.740 1.331 -0.690
H -1.951 2.105 -0.260
H -4.403 2.676 -0.634
H -6.180 0.919 -0.392
H -5.421 -1.464 0.346
H -2.952 -1.948 0.505
H 5.967 1.759 -0.021
H 6.059 3.205 0.533
N -0.237 -0.914 -0.177
N -0.923 -0.159 0.472
O 5.558 2.383 0.609
*
```


(2)
Computed, not measured: C3H7NO as an isolated structure at a distorted geometry, with ωB97M-V/def2-TZVPD.

Output
Relative energy (zero: lowest compared OMol25 entry of this formula, charge and spin): 4.1718 eV
Electronic energy: -6758.579 eV

```
! wB97M-V def2-TZVPD RIJCOSX def2/J DEFGRID3
* xyz 0 1
C 1.999 -0.013 0.571
O 0.737 -0.407 0.064
C -0.304 0.339 0.418
C -1.650 -0.457 -0.280
N -0.515 1.377 1.100
H 2.237 1.010 0.268
H 2.014 -0.081 1.662
H 2.707 -0.718 0.135
H -1.452 -0.425 -1.347
H -2.692 -0.059 -0.131
H -1.630 -1.464 0.127
H -1.465 0.831 0.679
*
```


(3)
Computed, not measured: C10H23BBrCaClF4N3NaO7P as an isolated structure at a distorted geometry, with ωB97M-V/def2-TZVPD.

Output
Electronic energy: -155791.499 eV

```
! wB97M-V def2-TZVPD RIJCOSX def2/J DEFGRID3
* xyz 1 1
C -1.006 -2.058 0.212
C 0.372 -2.717 0.825
C 1.668 -1.712 0.833
N 1.568 -0.543 1.787
P 1.280 1.011 0.962
Cl -0.616 1.080 1.992
Br 3.392 1.085 0.068
H -1.773 -2.913 -0.114
H -0.826 -1.410 -0.773
H -1.560 -1.443 1.053
H 0.656 -3.615 0.090
H 0.169 -3.250 1.874
H 1.898 -1.429 -0.280
H 2.596 -2.368 1.199
H 0.854 -0.722 2.548
H 0.653 0.994 -0.336
H 1.556 2.326 1.535
Na 3.891 -1.432 0.755
C 6.199 2.650 5.760
C 5.374 2.272 4.542
C 4.028 1.694 4.861
O 3.746 0.929 3.702
C 4.957 0.546 3.196
O 5.107 -0.282 2.313
O 5.979 1.212 3.817
H 6.372 3.731 5.772
H 5.684 2.408 6.696
H 7.173 2.151 5.765
H 5.294 3.129 3.862
H 3.266 2.464 5.014
H 4.034 1.018 5.724
C -1.982 0.211 -2.780
O -1.055 0.972 -2.535
N -2.709 0.187 -3.951
C -3.794 -0.748 -4.163
C -2.377 1.124 -5.004
H -2.317 -0.542 -2.048
H -3.563 -1.366 -5.035
H -4.714 -0.185 -4.345
H -3.935 -1.393 -3.292
H -1.337 0.967 -5.306
H -2.483 2.143 -4.620
H -3.036 0.985 -5.866
B -4.701 -1.651 2.017
F -5.778 -2.627 1.974
F -4.079 -1.558 0.706
F -5.237 -0.353 2.392
F -3.709 -2.068 2.995
Ca -1.681 1.397 -7.097
N -5.873 -0.076 -7.323
O -6.399 0.893 -6.750
O -6.483 -1.155 -7.404
O -4.738 0.035 -7.816
*
```


(4)
Computed, not measured: one molecule with the formula C17H21NO7S at a distorted geometry, with ωB97M-V/def2-TZVPD.

Output
SMILES: CCCCCOc1ccc(S(=O)(=O)NCC(=O)O)c2cc(C(C)=O)oc12
Relative energy (zero: lowest compared OMol25 entry of this formula, charge and spin): 2.7445 eV
Electronic energy: -44623.407 eV

```
! wB97M-V def2-TZVPD RIJCOSX def2/J DEFGRID3
* xyz 0 1
O -1.715 0.555 3.362
O -4.363 4.894 -0.156
O -3.013 2.893 -3.839
O -3.880 2.299 -1.744
O -3.427 4.147 1.692
O 0.489 0.180 0.560
O 2.478 -0.248 -1.680
C -1.222 -0.189 2.472
C -3.364 4.681 0.470
C -0.778 0.252 1.124
C -1.616 0.861 0.175
C 1.100 1.151 -2.928
C -0.154 1.830 -3.178
C 1.404 0.512 -1.787
C 0.441 0.573 -0.726
C -0.776 1.106 -0.975
C -1.149 1.743 -2.172
N -2.343 4.311 -1.843
C -0.744 -1.506 2.907
C -2.076 4.451 -0.351
C 2.335 -5.151 2.058
C 2.973 -0.998 -0.572
C 2.268 -4.528 0.658
C 2.249 -2.346 -0.429
C 3.015 -3.211 0.539
S -2.687 2.720 -2.423
H -4.385 4.036 1.812
H -2.739 0.919 0.250
H 1.927 1.281 -3.684
H -0.383 2.479 -4.082
H -3.193 4.790 -1.968
H 0.123 -1.429 3.605
H -1.506 -2.127 3.465
H -0.335 -2.060 2.050
H -1.371 5.194 -0.077
H -1.757 3.527 0.176
H 1.975 -6.207 2.196
H 1.549 -4.619 2.677
H 3.365 -5.057 2.438
H 3.085 -0.390 0.347
H 4.028 -1.070 -0.804
H 2.561 -5.151 -0.224
H 1.291 -4.331 0.372
H 1.305 -2.115 -0.008
H 1.988 -2.670 -1.409
H 4.026 -3.350 0.160
H 3.003 -2.632 1.493
*
```


Number 1: frontier orbital gap 8.92 eV. Number 2: frontier orbital gap 10.75 eV. Number 3: frontier orbital gap 3.65 eV. Number 4: frontier orbital gap 8.49 eV.